The molecule C20H17ClF3N5OS in a non-equilibrium geometry, computed with wB97M-V/def2-TZVPD.

The total energy is -62023.5889 eV. Its spin multiplicity is 1. The value obtained for the gap between HOMO and LUMO is 9.08 eV.

Last column: Löwdin charge in e.
Cartesian coordinates (Å):
O (3.51, 0.66, 0.33)  0.0468
F (-3.50, -5.06, 3.76)  0.0777
F (-2.55, 4.71, -1.48)  0.0761
F (-1.74, 4.73, -3.63)  0.0768
Cl (3.73, 1.88, 3.06)  0.7389
N (-0.44, -2.31, -3.21)  0.0306
N (-1.09, -2.75, 2.40)  0.1451
N (-1.21, -2.43, 4.73)  0.1436
S (-1.53, -0.55, -1.65)  1.0415
C (2.32, 0.60, 0.62)  -0.4513
C (-1.42, -2.11, -2.34)  -0.4711
C (0.25, -1.11, -3.40)  -0.3731
C (-0.19, -0.02, -2.65)  -0.4050
C (-0.72, -2.16, 3.51)  -0.2929
C (-2.00, -3.73, 2.53)  -0.0286
C (-2.16, -3.35, 4.83)  -0.0446
C (2.00, 0.35, 4.37)  -0.0893
C (0.96, -0.56, 4.50)  -0.0191
C (0.80, -0.71, 2.12)  0.0468
C (-2.58, -4.07, 3.73)  -0.2453
C (2.45, 0.72, 3.11)  -0.5960
C (1.89, 0.20, 1.96)  -0.1495
C (0.36, -1.13, 3.38)  -0.1471
N (1.36, 0.88, -0.34)  0.0871
N (-0.59, 2.33, -1.91)  -0.1241
C (1.41, -1.14, -4.39)  -0.0350
C (1.64, 1.39, -1.69)  -0.1256
C (-0.32, 3.76, -1.89)  -0.0708
C (-1.91, 2.56, -2.52)  -0.0765
C (0.36, 1.40, -2.56)  -0.2904
C (-1.72, 4.10, -2.41)  -0.4294
H (-2.06, -2.93, -1.98)  0.0739
H (-2.25, -4.29, 1.66)  0.1172
H (-2.56, -3.63, 5.81)  0.1292
H (2.47, 0.82, 5.27)  0.1193
H (0.62, -0.87, 5.47)  0.1065
H (0.41, -1.20, 1.22)  0.1170
H (0.39, 0.97, -0.05)  0.1163
H (1.01, -1.58, -5.32)  0.0847
H (2.21, -1.77, -3.94)  0.0930
H (1.82, -0.13, -4.60)  0.0758
H (2.07, 2.41, -1.66)  0.1255
H (2.37, 0.76, -2.24)  0.1338
H (0.49, 4.03, -2.56)  0.1293
H (-0.12, 4.13, -0.88)  0.1337
H (-2.77, 2.17, -1.94)  0.1120
H (-2.04, 2.22, -3.56)  0.1336
H (0.59, 1.81, -3.55)  0.1528